{
  "formula": "C6H9N3O",
  "method": "ωB97M-V/def2-TZVPD",
  "symbols": ["N", "C", "C", "N", "N", "C", "C", "O", "C", "C", "H", "H", "H", "H", "H", "H", "H", "H", "H"],
  "coordinates": [[3.2127, -2.8006, -2.6617], [2.6829, -2.3290, -1.7385], [2.0186, -1.4983, -0.7652], [0.7110, -1.4523, -0.6532], [0.0504, -0.4357, 0.0288], [-1.3099, -0.6960, 0.4569], [-1.7921, 0.3718, 1.4606], [-1.6798, 1.6201, 0.8718], [-0.3177, 1.9129, 0.3418], [0.2497, 0.8550, -0.5731], [2.6285, -0.7861, -0.2333], [-1.5242, -1.6308, 0.9862], [-1.8188, -0.6903, -0.4552], [-2.9129, 0.1801, 1.7328], [-1.2845, 0.4507, 2.3929], [0.3758, 2.0952, 1.1271], [-0.3591, 2.9107, -0.1564], [1.3482, 1.0311, -0.6969], [-0.2788, 0.8915, -1.4653]],
  "smiles": "N#C/C=N/N1CCOCC1",
  "gap_ev": 8.6,
  "lumo_energy_ev": -0.104,
  "mol_weight_g_mol": 139.16,
  "homo_energy_ha": -0.3208
}